No. 1
The following is a DFT calculation (ωB97M-V/def2-TZVPD) of a molecular structure, C34H33N4O2STbTe at a distorted geometry.

Structure (XYZ):
```
76
Properties=species:S:1:pos:R:3:forces:R:3
Tb -0.3393 0.0842 -0.2516 0.023 -1.079 0.518
C 3.5189 0.8413 -1.8396 -0.702 1.060 2.322
C 2.9618 -0.0430 -2.9070 -0.781 0.532 0.488
C 3.8068 -0.7915 -3.6941 1.228 -0.640 0.304
C 3.2964 -1.7228 -4.5744 -1.263 0.067 0.325
C 1.9004 -1.7677 -4.7507 1.774 -1.183 -0.746
C 1.0414 -0.9587 -4.0596 -1.521 1.149 0.138
C -0.4282 -0.7474 -4.4091 0.237 -0.122 -1.756
C 1.5462 -0.1343 -3.0525 1.524 0.627 0.037
N 0.7669 0.6718 -2.1785 -0.328 0.932 -0.431
C 0.6404 2.0131 -2.5665 -0.272 -1.099 0.950
O 0.8721 2.4225 -3.6802 0.345 0.456 -0.697
C 0.1545 2.9386 -1.4532 0.374 -1.075 -0.506
C 0.2426 4.2621 -1.5789 -0.102 1.278 0.448
C -0.0584 5.0800 -0.4486 -0.096 -0.366 0.857
C -0.5763 4.5767 0.6797 -0.474 -1.353 0.304
C -0.9397 3.1110 0.6779 -0.255 0.278 -0.342
N -0.2370 2.3409 -0.3153 -0.806 0.035 0.269
C -0.9501 2.3313 2.0065 0.874 -0.395 -1.397
O -1.2713 2.8494 3.0430 -0.596 1.081 1.360
N -0.6002 1.0281 1.8573 -0.011 -0.395 0.179
C -0.7088 0.2709 3.0682 1.741 0.085 -0.725
C -1.9115 -0.2389 3.4231 -1.459 -0.481 1.109
C -3.1942 0.0574 2.7011 1.056 -1.304 -1.092
C -2.0135 -1.0201 4.5853 -0.347 -0.055 -0.190
C -0.9376 -1.2990 5.3687 2.026 1.200 -0.578
C 0.3569 -0.7593 4.9911 -3.088 -1.198 -0.004
C 0.4641 -0.0303 3.8309 -0.164 0.165 -0.043
C 1.8034 0.5107 3.4484 -0.374 0.311 -2.795
H 3.4655 1.9415 -1.9904 -0.171 -0.600 -0.539
H 4.5579 0.6667 -1.5354 -0.142 -0.381 -0.396
H 2.8890 0.7534 -0.8753 0.920 -0.135 -1.332
H 4.8971 -0.7428 -3.5011 -0.728 0.060 -0.221
H 3.9014 -2.4790 -5.0488 0.230 0.172 -0.238
H 1.6108 -2.5388 -5.4582 -0.714 0.308 -0.041
H -0.8347 -1.4239 -5.2247 0.715 0.678 0.890
H -0.6062 0.3155 -4.7171 0.351 -0.833 0.132
H -1.0283 -0.8859 -3.5522 -0.749 -0.271 1.082
H 0.6331 4.7541 -2.4209 0.353 0.104 -1.194
H 0.1568 6.1175 -0.4709 0.086 0.927 -0.254
H -1.0295 5.1222 1.4975 0.556 0.317 0.083
H -3.9978 -0.4607 3.1828 -0.618 -0.078 0.319
H -3.1339 -0.3489 1.6749 -0.017 0.129 0.204
H -3.3844 1.0899 2.5926 -0.258 1.275 0.055
H -2.9913 -1.3910 4.8637 -0.085 -0.038 0.059
H -1.0597 -1.8215 6.2929 0.065 -0.413 0.370
H 1.1636 -1.0446 5.6116 1.060 0.125 0.370
H 2.3906 0.6784 4.2913 1.000 0.438 1.502
H 1.6667 1.4511 2.8664 0.203 -0.461 0.580
H 2.4214 -0.1376 2.7690 -0.791 0.225 0.530
C -3.6454 -1.5177 -2.4186 -0.225 0.234 -1.525
Te -3.3174 0.5383 -1.8925 0.165 -0.092 -0.338
C -4.8919 0.5831 -0.4699 -0.323 -0.965 0.679
H -4.6170 -1.6780 -2.9139 0.274 0.288 0.303
H -3.5995 -2.0710 -1.5208 0.114 -0.740 0.923
H -2.8777 -1.8800 -3.1302 -0.268 0.365 0.564
H -5.9169 0.5422 -0.9064 0.947 -0.152 0.162
H -4.7805 1.5014 0.0940 0.095 0.172 0.006
H -4.6780 -0.2701 0.2309 -0.597 0.788 -0.723
C -0.7828 -2.5049 -0.3646 0.355 -0.242 0.877
C 0.4842 -2.5725 0.3667 -1.463 0.753 -1.364
C 0.5363 -2.8524 1.7405 -0.603 -0.281 -0.642
C 1.6958 -2.9120 2.4081 1.507 0.180 0.355
C 2.9056 -2.5406 1.7861 -0.029 0.696 -1.017
C 2.8541 -2.0554 0.4702 0.418 0.096 -0.363
C 1.6515 -2.0913 -0.2530 1.168 -0.400 1.701
C 4.1507 -2.5589 2.4826 -2.062 -0.112 -0.847
N 5.1030 -2.6480 3.0912 2.075 -0.048 1.169
H -1.6209 -3.0049 0.1604 0.405 0.258 -0.519
H -0.6677 -2.7511 -1.4229 -0.228 0.033 0.042
H -0.3771 -3.1156 2.2111 -0.691 -0.194 0.541
H 1.7189 -3.2036 3.4345 -0.017 -0.160 0.554
H 3.7592 -1.6351 -0.0367 -0.790 -0.605 0.610
H 1.7082 -1.8987 -1.2886 -0.198 0.349 -1.117
S -3.1889 4.0196 -0.8632 0.208 -0.638 0.658
C -2.5005 3.0846 0.2356 -0.064 0.362 -0.955
```
Forces are in eV/Å.

Its energy above the lowest of the compared OMol25 structures with the same formula, charge and spin is 38.5 kcal/mol. Its spin multiplicity is 8. The expectation value of S² is 15.8283. As for the total charge: -1. Its total energy is -86410.622 eV.

Mulliken atomic charge list, values in e, 4 entries: atom 1 (Tb): -0.155, atom 2 (C): -1.207, atom 3 (C): 1.291, atom 4 (C): -0.788



No. 2
The following is a DFT calculation (ωB97M-V/def2-TZVPD) of a molecular structure, C34H34ClN4OOs at a distorted geometry.

Structure (XYZ):
```
75
Properties=species:S:1:pos:R:3:forces:R:3
Os -1.2229 1.5067 0.1945 1.328 -2.229 0.042
Cl -7.4900 2.1982 3.8878 0.286 -0.010 -0.177
C -6.0286 1.7634 3.1396 0.133 -0.418 0.088
C -5.4928 0.4732 3.3366 -0.467 0.533 0.080
C -4.3191 0.1218 2.7362 0.951 0.080 -0.648
C -3.5958 1.0197 1.9015 -2.166 0.997 0.976
O -2.5040 0.6341 1.3676 2.242 -0.673 -1.187
C -4.1401 2.3456 1.6961 0.200 -0.808 0.217
C -3.4944 3.3302 0.8782 -0.521 0.156 0.277
N -2.3765 3.2105 0.2151 -0.148 -1.273 0.624
C -1.8401 4.2628 -0.5555 0.687 1.259 -0.968
C -2.3770 5.5267 -0.7319 0.187 -0.685 0.152
C -1.7217 6.4727 -1.5349 0.246 0.054 -0.178
C -0.5404 6.1820 -2.1672 -0.246 0.027 0.142
C 0.0456 4.9063 -2.0173 -0.287 -0.310 0.323
C 1.2563 4.5274 -2.6316 -0.192 -0.114 0.165
C 1.7476 3.2608 -2.4243 -0.035 -0.281 0.145
C 1.0426 2.3762 -1.6105 0.779 -0.161 -0.438
N -0.1004 2.6939 -1.0127 0.084 -0.908 0.294
C -0.6117 3.9455 -1.2047 -0.805 1.102 0.073
C -5.3456 2.6720 2.3271 0.249 0.242 -0.261
H -6.0170 -0.2313 3.9650 -0.061 -0.031 0.049
H -3.8948 -0.8605 2.8766 0.013 -0.133 0.046
H -4.0306 4.2749 0.8312 0.114 0.060 -0.094
H -3.3049 5.8206 -0.2634 -0.038 0.011 0.020
H -2.1688 7.4470 -1.6494 -0.033 0.108 -0.023
H -0.0464 6.9195 -2.7834 0.011 0.050 -0.027
H 1.7884 5.2279 -3.2575 0.039 0.110 -0.070
H 2.6709 2.9358 -2.8785 0.038 -0.027 -0.014
H 1.4208 1.3753 -1.4382 -0.062 0.042 0.021
H -5.7684 3.6548 2.1875 -0.079 0.155 -0.017
C 5.0019 -1.7291 1.8141 -0.239 -0.055 -0.006
C 3.9113 -1.6201 2.8936 0.389 -0.148 0.229
C 4.5283 -0.9071 4.0995 -0.239 0.054 -0.155
C 3.4661 -3.0177 3.3530 -0.030 0.098 -0.190
C 2.7190 -0.8924 2.3081 0.020 0.231 0.205
C 2.2385 0.3153 2.8196 -0.213 -0.074 -0.300
C 1.1574 0.9341 2.2178 0.171 0.460 0.547
N 0.5373 0.4357 1.1549 -1.885 0.807 -1.073
C 0.9575 -0.7373 0.6413 0.356 -0.494 -0.030
C 2.0365 -1.4075 1.2016 -0.341 0.236 -0.178
C 0.2113 -1.2221 -0.5337 0.305 -0.394 0.006
C 0.5113 -2.4056 -1.2040 -0.128 0.325 0.104
C -0.2182 -2.8014 -2.3268 0.006 0.045 0.025
C -1.2644 -1.9561 -2.7096 0.048 0.275 0.271
C -1.5177 -0.8000 -2.0003 -0.505 -0.027 -0.569
N -0.7956 -0.4310 -0.9461 -0.208 1.832 1.477
C 0.0612 -4.0578 -3.1219 0.269 -0.500 -0.148
C 1.2490 -4.8766 -2.6029 -0.217 0.307 0.066
C -1.1863 -4.9542 -3.0636 -0.101 0.226 -0.022
C 0.3753 -3.6596 -4.5734 -0.195 0.169 0.088
H 5.8580 -2.2570 2.2242 0.069 -0.064 0.026
H 5.3348 -0.7450 1.4933 0.047 0.115 -0.043
H 4.6542 -2.2793 0.9443 0.008 -0.106 -0.169
H 5.3728 -1.4797 4.4736 0.032 -0.103 -0.059
H 3.8170 -0.8268 4.9170 -0.082 0.139 0.154
H 4.9088 0.0740 3.8280 0.000 0.209 0.060
H 4.3153 -3.5377 3.7880 0.064 -0.053 0.012
H 3.0960 -3.6155 2.5250 -0.055 -0.160 -0.105
H 2.6866 -2.9525 4.1078 -0.088 -0.001 0.104
H 2.6889 0.7869 3.6761 0.068 0.040 0.091
H 0.7786 1.8737 2.6051 -0.003 -0.040 -0.027
H 2.3548 -2.3431 0.7716 0.026 -0.059 -0.034
H 1.3214 -3.0205 -0.8472 0.046 -0.042 -0.015
H -1.8873 -2.1845 -3.5579 -0.073 -0.025 -0.094
H -2.3277 -0.1407 -2.2912 0.037 -0.013 0.025
H 1.0678 -5.2357 -1.5930 0.115 -0.027 0.205
H 2.1723 -4.3046 -2.6532 0.188 0.040 0.128
H 1.3818 -5.7528 -3.2337 -0.038 0.004 -0.032
H -1.4690 -5.1677 -2.0348 -0.007 -0.063 0.105
H -0.9838 -5.8980 -3.5597 0.043 -0.084 -0.089
H -2.0358 -4.4930 -3.5612 -0.127 0.017 -0.058
H 1.2106 -2.9636 -4.6169 0.116 0.050 -0.015
H -0.4800 -3.1986 -5.0599 -0.094 0.064 -0.103
H 0.6441 -4.5413 -5.1457 0.000 -0.135 -0.046
```
Forces are in eV/Å.

As for the total charge: +3. Its total energy is -58782.609 eV.

Mulliken atomic charge list, values in e, 4 entries: atom 1 (Os): 1.743, atom 2 (Cl): -0.072, atom 3 (C): 0.144, atom 4 (C): -0.565



No. 3
The following is a DFT calculation (ωB97M-V/def2-TZVPD) of a molecular structure, C34H34F12N5O6Rb at a distorted geometry.

Structure (XYZ):
```
92
Properties=species:S:1:pos:R:3:forces:R:3
Rb 0.8308 0.0803 0.0850 -0.197 -1.265 1.720
C 5.6902 -1.2004 1.7690 -0.007 -0.023 0.085
N 4.6193 -1.6981 2.6075 -0.020 0.003 -0.015
C 5.0432 -2.3958 3.7975 0.009 0.035 -0.071
C 3.3282 -1.3608 2.2804 0.041 0.027 -0.028
O 3.0814 -0.6032 1.3700 0.364 -0.161 0.344
C 2.1993 -1.9777 3.1156 -0.070 0.058 -0.048
O 1.0677 -2.2112 2.3222 0.039 0.080 -0.016
C -0.1163 -1.5627 2.7686 0.163 -0.067 -0.130
C -1.2516 -2.0394 1.8766 0.013 -0.293 0.041
O -1.0249 -2.6982 0.8648 -0.023 0.031 0.008
N -2.5023 -1.7246 2.2728 0.055 0.180 -0.011
C -3.6332 -2.0254 1.4126 0.006 0.033 0.093
C -2.7858 -0.9360 3.4605 -0.001 -0.103 -0.041
H 6.3193 -2.0339 1.4423 -0.004 0.008 0.007
H 6.3139 -0.4825 2.3130 -0.004 0.004 -0.004
H 5.2578 -0.7098 0.9035 -0.024 0.005 -0.011
H 5.6937 -3.2353 3.5329 -0.006 -0.016 -0.005
H 4.2036 -2.7840 4.3624 -0.003 0.017 0.006
H 5.6101 -1.7289 4.4577 0.012 0.010 -0.009
H 1.9868 -1.2845 3.9387 0.008 0.007 -0.001
H 2.5065 -2.9331 3.5403 0.006 -0.082 0.048
H -0.0338 -0.4589 2.6863 -0.062 -0.042 0.111
H -0.3220 -1.8399 3.8085 -0.017 -0.018 0.057
H -3.3118 -2.6868 0.6150 0.037 -0.005 -0.009
H -4.0249 -1.1019 0.9807 -0.001 0.014 -0.007
H -4.4196 -2.5110 1.9993 0.011 0.001 -0.010
H -1.9213 -0.3606 3.7731 -0.026 0.012 -0.045
H -3.1208 -1.5795 4.2848 0.012 0.010 -0.026
H -3.5693 -0.2177 3.2280 -0.015 0.016 -0.022
C -5.8407 1.6904 2.0866 0.050 0.008 -0.022
C -4.5334 1.6826 1.3312 -0.031 -0.008 -0.009
C -4.4682 1.3501 -0.0213 0.044 -0.013 -0.054
C -3.2731 1.3993 -0.7041 0.014 0.016 0.108
C -2.0378 1.7958 -0.0997 -0.075 0.099 -0.128
N -0.9059 1.8793 -0.8301 -0.389 0.333 -0.199
C -0.9422 2.3672 -2.1103 -0.116 -0.029 0.129
C -1.8084 3.4568 -2.4092 0.017 -0.067 -0.037
C -1.8338 4.0999 -3.6279 0.020 0.032 0.068
C -0.9722 3.7150 -4.6491 -0.041 0.008 -0.035
C -0.9479 4.4152 -5.9872 -0.012 -0.036 0.059
C -0.1153 2.6577 -4.3785 0.107 -0.052 0.109
C -0.0691 1.9578 -3.1699 0.005 -0.019 0.043
C 0.9421 0.7746 -2.9924 0.325 0.069 -0.254
O 0.5637 -0.2527 -2.2587 -0.015 0.205 -1.687
C 2.3091 1.4320 -2.4535 -0.065 -0.028 -0.064
F 3.3701 0.5889 -2.5887 -0.008 -0.001 0.006
F 2.6653 2.5758 -3.0763 0.058 0.005 -0.014
F 2.2708 1.7295 -1.1325 0.255 0.461 -0.721
C 1.3712 0.1912 -4.4236 -0.403 0.074 0.248
F 2.1847 0.9658 -5.1995 0.091 0.027 -0.094
F 0.2843 -0.0812 -5.1742 -0.013 -0.013 -0.073
F 2.0242 -0.9745 -4.2996 0.090 -0.077 0.012
C -2.0923 2.0552 1.3174 0.052 0.059 0.063
C -3.3357 2.0244 1.9519 0.139 -0.021 -0.052
C -0.7784 2.3944 2.0989 0.160 0.261 0.087
O 0.1047 1.3947 2.1868 -0.438 0.495 0.340
C -0.1356 3.7195 1.4274 -0.150 -0.240 0.058
F 0.8382 3.4509 0.5673 0.071 -0.037 0.087
F -1.0586 4.4763 0.7920 0.029 0.037 -0.010
F 0.4293 4.5646 2.3432 -0.002 0.020 0.014
C -1.0852 2.8401 3.5866 -0.107 -0.296 -0.329
F -1.8636 3.9415 3.7195 -0.075 0.106 0.075
F 0.0246 3.0674 4.2983 0.139 0.063 0.083
F -1.7197 1.8481 4.2755 -0.014 0.030 0.064
H -6.4417 2.5833 1.8750 0.014 -0.021 0.003
H -5.6703 1.6675 3.1673 0.000 0.000 -0.037
H -6.4584 0.8224 1.8305 0.008 0.014 0.010
H -5.3716 1.0397 -0.5449 0.022 0.009 -0.009
H -3.2387 1.1413 -1.7561 -0.008 0.005 0.012
H -2.4495 3.8072 -1.6090 -0.003 -0.010 -0.022
H -2.5130 4.9372 -3.7784 0.004 -0.023 0.014
H -1.7393 5.1674 -6.0428 0.013 -0.011 -0.001
H -1.0985 3.7146 -6.8146 0.001 0.011 0.006
H 0.0044 4.9259 -6.1683 -0.021 -0.015 0.015
H 0.5635 2.3810 -5.1733 -0.007 -0.024 0.011
H -3.4042 2.2872 2.9980 0.007 0.005 -0.008
N -0.5473 -5.0404 -0.8416 0.144 -0.025 0.176
C 0.4620 -5.3591 -1.6770 -0.001 0.062 -0.076
O 0.4359 -6.3281 -2.4283 -0.056 0.040 0.044
C 1.6366 -4.4279 -1.6458 -0.077 -0.039 0.116
C 2.2554 -4.0743 -2.8340 0.023 -0.010 -0.103
C 3.3137 -3.1885 -2.7959 0.020 0.005 -0.019
C 3.7364 -2.7189 -1.5618 -0.077 0.061 0.129
N 3.1794 -3.0764 -0.4058 -0.040 -0.207 -0.017
C 2.1312 -3.9014 -0.4586 0.050 0.221 -0.058
H -1.3570 -5.6343 -0.8400 -0.014 -0.014 -0.043
H -0.5575 -4.1977 -0.2749 -0.055 0.074 -0.080
H 1.8792 -4.4678 -3.7699 0.000 0.000 0.028
H 3.7793 -2.8313 -3.7044 -0.007 -0.006 0.040
H 4.5415 -1.9920 -1.4995 -0.015 -0.054 0.004
H 1.6490 -4.1288 0.4880 0.065 0.002 -0.016
```
Forces are in eV/Å.

As for the total charge: -2. Its total energy is -88814.198 eV.

Mulliken atomic charge list, values in e, 4 entries: atom 1 (Rb): 0.409, atom 2 (C): -1.088, atom 3 (N): 0.213, atom 4 (C): -1.071